Entry 1:
Below is the ion C6H10 with charge -1 in a non-equilibrium geometry, with properties calculated with ωB97M-V/def2-TZVPD.

Geometry (Å):
C1 -2.273 1.123 -0.277
C2 -1.349 0.127 0.377
C3 0.002 -0.197 -0.051
C4 0.277 -0.088 -1.458
C5 2.422 -0.556 0.675
C6 0.914 -0.653 0.902
H1 -1.959 0.438 -1.112
H2 -3.317 1.248 -0.057
H3 -1.695 1.981 -0.627
H4 2.762 0.441 0.965
H5 -1.840 -0.502 1.134
H6 -0.501 0.237 -2.141
H7 1.276 0.241 -1.768
H8 2.480 -0.726 -0.402
H9 2.915 -1.370 1.198
H10 0.465 -0.829 1.881

Its spin multiplicity is 2. As for the net charge: -1. Its highest occupied orbital energy (alpha / beta) is -0.04343 / -0.02950 Eh. The value obtained for the HOMO-LUMO gap (alpha / beta) is 0.204 / 0.189 Eh.

Now the natural (NBO) charges, all in e:
1 C -0.727
2 C -0.196
3 C -0.097
4 C -0.869
5 C -0.653
6 C -0.364
7 H 0.285
8 H 0.202
9 H 0.212
10 H 0.181
11 H 0.158
12 H 0.151
13 H 0.162
14 H 0.217
15 H 0.183
16 H 0.157



Entry 2:
Below is an isolated molecule of C6H10, with properties calculated with ωB97M-V/def2-TZVPD.

Geometry (Å):
C1 -0.901 -0.814 1.333
C2 -0.552 0.455 0.571
C3 0.869 1.063 0.618
C4 0.784 1.447 -0.872
C5 0.548 -0.642 -1.534
C6 -0.368 0.478 -0.963
H1 -0.849 -0.641 2.414
H2 -1.920 -1.143 1.098
H3 -0.219 -1.641 1.102
H4 -1.273 1.236 0.840
H5 1.057 1.929 1.262
H6 1.665 0.335 0.826
H7 1.601 -0.315 -1.577
H8 0.509 -1.550 -0.929
H9 0.266 -0.858 -2.565
H10 -1.220 0.662 -1.626

Its highest occupied orbital energy is -0.30438 Eh. The value obtained for the HOMO-LUMO gap is 0.324 Eh.

Now the natural (NBO) charges, all in e:
1 C -0.612
2 C -0.223
3 C -0.575
4 C 0.168
5 C -0.606
6 C -0.375
7 H 0.215
8 H 0.212
9 H 0.199
10 H 0.204
11 H 0.239
12 H 0.241
13 H 0.236
14 H 0.223
15 H 0.236
16 H 0.218



Entry 3:
Below is an isolated molecule of C6H10 in a non-equilibrium geometry, with properties calculated with ωB97M-V/def2-TZVPD.

Geometry (Å):
C1 2.676 0.218 0.502
C2 1.788 -0.615 -0.346
C3 0.441 -0.765 -0.195
C4 -0.542 -0.901 0.780
C5 -1.881 -0.260 0.619
C6 -2.159 0.657 -0.572
H1 2.566 1.272 0.198
H2 2.376 0.153 1.552
H3 3.729 -0.040 0.372
H4 0.144 -0.680 -1.249
H5 2.194 -0.978 -1.293
H6 -2.006 0.298 1.563
H7 -2.657 -1.038 0.707
H8 -2.101 0.102 -1.515
H9 -3.153 1.115 -0.514
H10 -1.416 1.462 -0.607

Its highest occupied orbital energy (alpha / beta) is -0.27368 / -0.29005 Eh. The value obtained for the HOMO-LUMO gap (alpha / beta) is 0.267 / 0.282 Eh.

Now the natural (NBO) charges, all in e:
1 C -0.670
2 C -0.051
3 C -0.441
4 C 0.102
5 C -0.542
6 C -0.622
7 H 0.231
8 H 0.228
9 H 0.220
10 H 0.251
11 H 0.189
12 H 0.248
13 H 0.236
14 H 0.202
15 H 0.213
16 H 0.205



Listing molecular weight for the structures above in their given order: 82.1 82.1 82.1 g/mol.
Listing calculated total energy for the structures above in their given order: -6379.750 -6379.748 -6379.592 eV.
Listing energy relative to the best compared isomer or geometry (same formula, charge and spin) for the structures above in their given order: 229.1 396.7 411.7 kJ/mol.